(1)
Here is a molecular structure, C9H18Cl2InN2O at a distorted geometry from OMol25. Energies are from ωB97M-V with the def2-TZVPD basis set.

```
33
Properties=species:S:1:pos:R:3:mulliken_charge:R:1
In 1.094 -0.274 -0.030 0.8934
Cl 0.827 -2.610 -0.407 -0.6067
Cl 2.494 1.370 1.195 -0.6595
C 2.317 0.058 -1.667 -1.3217
H 2.941 0.943 -1.595 0.4019
H 2.751 -0.824 -2.143 0.3131
C -0.150 0.894 -1.589 -0.7309
C 0.904 0.462 -2.427 0.3013
H 0.046 1.820 -1.025 0.3882
C 0.549 -0.713 -3.374 -0.6018
H 1.202 1.315 -3.067 0.3692
C -0.728 -0.386 -4.138 -0.8638
H 1.380 -0.878 -4.071 0.3516
H 0.435 -1.630 -2.773 0.0989
C -1.905 -0.182 -3.186 -0.5342
H -0.568 0.539 -4.708 0.3275
H -0.952 -1.175 -4.865 0.3631
C -1.594 0.728 -1.973 -0.5637
H -2.742 0.255 -3.745 0.2865
H -2.249 -1.157 -2.821 0.2948
H -1.972 1.734 -2.213 0.3157
H -2.185 0.388 -1.107 0.0955
C -1.967 -0.932 4.049 -0.8052
N -0.540 -1.088 3.910 -0.2059
C 0.204 -0.720 2.839 0.7868
N 1.550 -0.876 2.995 -0.2287
O -0.323 -0.305 1.757 -0.7067
H -2.422 -0.712 3.083 0.2981
H -2.201 -0.134 4.764 0.2673
H -2.385 -1.859 4.451 0.2827
H -0.015 -1.345 4.735 0.1665
H 2.142 -0.167 2.534 0.0309
H 1.851 -1.206 3.903 0.1959
```

Properties
- HOMO-LUMO gap (eV) = 5.329
- total charge = -1
- relative energy (zero: lowest compared OMol25 entry of this formula, charge and spin) (kJ/mol) = 0.00
- electronic energy (eV) = -44873.878
- molecular weight (g/mol) = 356.0


(2)
Here is 9 unconnected molecules or ions with the total composition C27H52O27 at a distorted geometry from OMol25. Energies are from ωB97M-V with the def2-TZVPD basis set.

```
106
Properties=species:S:1:pos:R:3:mulliken_charge:R:1
C -13.177 1.688 -9.597 -0.6528
O -12.284 2.732 -9.208 -0.2844
C -11.162 2.447 -8.550 0.7462
O -10.881 1.340 -8.080 -0.5649
O -10.324 3.542 -8.671 -0.2824
C -9.058 3.561 -8.041 -0.6792
H -13.673 1.072 -8.847 0.2954
H -12.579 0.933 -10.107 0.2946
H -13.971 2.009 -10.271 0.2607
H -8.925 3.117 -7.055 0.3144
H -8.848 4.619 -7.881 0.2695
H -8.237 3.248 -8.686 0.2830
C -2.544 -0.166 -2.925 -0.7086
O -1.147 0.291 -2.941 -0.3248
C -0.558 0.561 -1.797 0.8412
O -1.155 0.740 -0.752 -0.5813
O 0.748 0.742 -2.011 -0.3098
C 1.686 1.033 -0.970 -0.5934
H -2.985 0.459 -3.702 0.2727
H -3.012 0.288 -2.052 0.3335
H -2.890 -1.195 -3.019 0.2861
H 1.539 2.073 -0.678 0.2752
H 2.717 0.876 -1.284 0.2140
H 1.391 0.442 -0.103 0.2954
C 8.729 -6.052 -0.645 -0.6738
O 8.283 -5.751 -1.934 -0.3157
C 7.140 -5.072 -2.200 0.7361
O 6.499 -4.626 -1.266 -0.5389
O 6.781 -5.237 -3.535 -0.2674
C 5.634 -4.496 -4.018 -0.6810
H 9.263 -5.300 -0.064 0.2883
H 9.468 -6.852 -0.691 0.2655
H 7.935 -6.457 -0.019 0.3071
H 5.211 -4.811 -4.972 0.2866
H 5.770 -3.421 -4.140 0.2938
H 4.749 -4.665 -3.406 0.2993
C 3.373 1.391 9.340 -0.6200
O 3.882 0.469 8.357 -0.3124
C 3.048 -0.320 7.708 0.8378
O 1.944 -0.667 8.104 -0.5899
O 3.624 -0.782 6.642 -0.2946
C 2.887 -1.760 5.911 -0.6641
H 2.348 1.683 9.111 0.3212
H 4.044 2.249 9.377 0.2290
H 3.611 0.883 10.275 0.2638
H 2.358 -2.438 6.580 0.3109
H 3.550 -2.283 5.222 0.2236
H 2.108 -1.298 5.305 0.2947
C -2.886 4.250 6.499 -0.6543
O -2.783 4.741 7.806 -0.2897
C -2.755 6.064 8.050 0.7446
O -3.112 6.942 7.326 -0.5253
O -2.388 6.216 9.353 -0.2866
C -2.383 7.544 9.779 -0.6877
H -2.354 3.299 6.531 0.2338
H -2.573 4.854 5.647 0.3336
H -3.950 4.071 6.350 0.2756
H -2.352 7.622 10.865 0.2588
H -3.279 8.078 9.465 0.3011
H -1.629 8.200 9.343 0.2962
C 11.605 0.422 2.741 -0.6703
O 10.251 0.912 2.907 -0.2715
C 9.985 2.012 3.589 0.7369
O 10.820 2.692 4.241 -0.5811
O 8.638 2.166 3.598 -0.2808
C 7.901 3.109 4.221 -0.5893
H 11.787 -0.308 1.952 0.2858
H 12.104 0.100 3.655 0.2925
H 12.229 1.215 2.329 0.2970
H 6.854 2.912 3.993 0.2116
H 8.212 4.081 3.837 0.2801
H 8.056 3.094 5.300 0.2892
C -6.429 -3.517 3.300 -0.6195
O -7.101 -4.805 3.137 -0.3057
C -7.901 -5.057 2.081 0.7768
O -8.113 -4.243 1.178 -0.5811
O -8.510 -6.220 2.255 -0.2899
C -9.619 -6.647 1.535 -0.6455
H -6.988 -2.590 3.172 0.3008
H -5.591 -3.443 2.606 0.2913
H -6.054 -3.592 4.321 0.2330
H -9.328 -7.090 0.582 0.2864
H -10.367 -5.872 1.363 0.3080
H -10.112 -7.473 2.048 0.2452
C 9.836 7.100 -0.557 -0.6713
O 9.369 6.114 -1.401 -0.3030
C 10.266 5.315 -2.014 0.8244
O 11.516 5.368 -1.976 -0.5816
O 9.613 4.472 -2.769 -0.3127
C 10.300 3.396 -3.419 -0.6385
H 10.727 6.709 -0.067 0.3202
H 9.228 7.305 0.324 0.2615
H 9.901 8.095 -0.999 0.2696
H 9.551 2.819 -3.961 0.2444
H 10.787 2.778 -2.663 0.2918
H 11.053 3.585 -4.184 0.2952
O -10.501 -9.252 -8.626 -0.5613
C -10.158 -8.088 -8.335 0.7035
O -9.747 -7.192 -9.264 -0.3297
C -9.371 -5.960 -8.702 -0.2636
C -9.115 -6.417 -7.289 -0.3050
O -9.944 -7.544 -7.138 -0.3143
H -8.468 -5.655 -9.231 0.2568
H -10.140 -5.190 -8.760 0.2583
H -9.422 -5.616 -6.617 0.2869
H -8.078 -6.711 -7.125 0.2683
```

Properties
- HOMO-LUMO gap (eV) = 10.931
- structure (SMILES) = COC(=O)OC.COC(=O)OC.COC(=O)OC.COC(=O)OC.COC(=O)OC.COC(=O)OC.COC(=O)OC.COC(=O)OC.O=C1OCCO1
- total charge = 0
- relative energy (zero: lowest compared OMol25 entry of this formula, charge and spin) (kJ/mol) = 549.64
- electronic energy (eV) = -84119.477
- molecular weight (g/mol) = 808.7


(3)
Here is a single C6H6Cl2F2 molecule at a distorted geometry from OMol25. Energies are from ωB97M-V with the def2-TZVPD basis set.

```
16
Properties=species:S:1:pos:R:3:mulliken_charge:R:1
C 1.567 0.942 -1.083 -0.6749
C 1.267 1.053 0.202 -0.3325
C 0.310 0.136 0.960 -0.0657
C 0.061 -1.280 0.484 -0.8391
C -0.962 -0.865 -0.484 0.6797
F -1.981 -1.744 -0.579 -0.3749
F -0.656 -0.658 -1.752 -0.2891
C -1.395 0.460 0.237 0.3310
Cl -1.584 1.819 -0.825 -0.1254
Cl -2.622 0.242 1.482 -0.1553
H 2.400 1.580 -1.410 0.2943
H 1.067 0.105 -1.563 0.2545
H 1.700 1.830 0.877 0.2813
H 0.285 0.224 2.068 0.4253
H 0.939 -1.932 0.142 0.2606
H -0.394 -1.913 1.245 0.3301
```

Properties
- HOMO-LUMO gap (eV) = 10.135
- structure (SMILES) = C=C[C@@H]1CC(F)(F)C1(Cl)Cl
- total charge = 0
- relative energy (zero: lowest compared OMol25 entry of this formula, charge and spin) (kJ/mol) = 0.00
- electronic energy (eV) = -36796.732
- molecular weight (g/mol) = 187.0


(4)
Here is a molecular structure, C3H7NO2 at a distorted geometry from OMol25. Energies are from ωB97M-V with the def2-TZVPD basis set.

```
13
Properties=species:S:1:pos:R:3:mulliken_charge:R:1
C 0.644 0.165 -0.531 -0.1622
C 1.644 -0.920 -0.303 -0.9116
N -0.770 0.239 0.651 -0.0075
C -2.010 0.953 0.420 0.0686
O -0.958 -0.979 -0.077 -0.6701
O -2.246 2.059 0.857 -0.4788
H -0.480 0.248 1.627 0.2686
H -2.768 0.414 -0.176 0.3677
H 0.196 0.213 -1.515 0.2633
H 0.998 1.146 -0.211 0.3513
H 2.579 -0.620 -0.795 0.3479
H 1.852 -1.045 0.760 0.2809
H 1.318 -1.872 -0.709 0.2819
```

Properties
- HOMO-LUMO gap (eV) = 8.321
- total charge = 0
- relative energy (zero: lowest compared OMol25 entry of this formula, charge and spin) (kJ/mol) = 607.34
- electronic energy (eV) = -8804.234
- molecular weight (g/mol) = 89.1


(5)
Here is a single C6H4O molecule from OMol25. Energies are from ωB97M-V with the def2-TZVPD basis set.

```
11
Properties=species:S:1:pos:R:3:mulliken_charge:R:1
C 2.400 0.332 0.556 -0.6599
C 1.262 -0.389 0.525 0.0776
C 0.286 -0.497 -0.497 -0.4341
C -1.084 -0.787 -0.169 0.2123
O -1.374 -1.866 0.340 -0.5150
C -2.062 0.180 -0.650 -0.2956
C -2.843 0.991 -1.076 0.4010
H 3.068 0.205 1.403 0.2594
H 1.051 -0.974 1.424 0.2884
H 2.657 1.106 -0.160 0.2813
H -3.536 1.706 -1.462 0.3845
```

Properties
- HOMO-LUMO gap (alpha / beta) (eV) = 7.530 / 7.475
- total charge = 0
- relative energy (zero: lowest compared OMol25 entry of this formula, charge and spin) (kJ/mol) = 445.84
- electronic energy (eV) = -8327.819
- molecular weight (g/mol) = 92.1